{
  "formula": "C36H55N11NaO3PS",
  "method": "ωB97M-V with the def2-TZVPD basis set",
  "symbols": ["Na", "N", "C", "C", "C", "C", "N", "H", "H", "H", "H", "H", "H", "H", "H", "H", "H", "H", "H", "O", "S", "C", "C", "C", "C", "C", "C", "C", "C", "C", "C", "C", "C", "C", "C", "H", "H", "H", "H", "H", "H", "H", "H", "H", "H", "H", "H", "H", "H", "N", "C", "P", "O", "O", "C", "N", "H", "H", "H", "H", "H", "H", "H", "H", "H", "H", "C", "C", "C", "C", "N", "C", "N", "N", "N", "H", "H", "H", "H", "H", "H", "H", "H", "H", "H", "C", "C", "N", "C", "C", "C", "C", "C", "C", "C", "C", "N", "C", "N", "H", "H", "H", "H", "H", "H", "H", "H", "H"],
  "coordinates": [[1.116, -0.162, -0.350], [0.619, -0.186, 2.094], [1.517, -0.428, 3.235], [2.847, 0.380, 3.159], [4.021, -0.415, 2.489], [3.845, -1.204, 1.170], [3.465, -0.448, 0.016], [0.435, 0.826, 2.006], [-0.261, -0.680, 2.273], [1.724, -1.508, 3.310], [1.036, -0.164, 4.189], [3.160, 0.593, 4.174], [2.681, 1.348, 2.700], [4.295, -1.197, 3.219], [4.940, 0.237, 2.426], [3.052, -1.998, 1.388], [4.772, -1.806, 0.989], [3.810, -0.878, -0.852], [3.820, 0.506, 0.098], [0.712, 2.227, -0.028], [0.406, 3.402, -0.885], [2.056, 4.096, -1.544], [3.080, 4.599, -0.589], [3.378, 3.951, 0.648], [4.236, 4.576, 1.538], [5.013, 5.671, 1.141], [4.811, 6.270, -0.075], [3.844, 5.719, -0.947], [-0.297, 4.809, 0.152], [-0.809, 4.535, 1.526], [-2.170, 4.303, 1.821], [-2.536, 4.038, 3.133], [-1.704, 4.219, 4.207], [-0.388, 4.531, 3.927], [0.066, 4.663, 2.624], [1.745, 4.828, -2.269], [2.390, 3.198, -2.089], [2.826, 3.086, 0.910], [4.273, 4.255, 2.568], [5.777, 6.056, 1.850], [5.410, 7.091, -0.367], [3.633, 6.223, -1.867], [-1.146, 5.124, -0.471], [0.500, 5.546, 0.112], [-2.947, 4.300, 1.034], [-3.563, 3.744, 3.337], [-2.082, 4.147, 5.243], [0.316, 4.803, 4.715], [1.128, 4.839, 2.490], [0.433, 1.272, -5.869], [1.658, 0.931, -5.000], [1.083, -0.499, -3.994], [-0.397, -0.666, -4.387], [1.497, -0.193, -2.578], [2.099, -1.997, -4.529], [1.152, -3.149, -4.467], [0.148, 2.261, -5.821], [-0.375, 0.751, -5.431], [0.626, 0.992, -6.836], [1.822, 1.813, -4.382], [2.481, 0.813, -5.720], [2.867, -2.226, -3.768], [2.575, -2.007, -5.503], [1.571, -4.034, -4.836], [0.279, -2.900, -4.932], [0.946, -3.331, -3.424], [-0.085, -6.321, 2.495], [0.328, -7.050, 1.166], [-0.874, -7.350, 0.289], [1.446, -6.268, 0.425], [0.923, -5.006, -0.149], [0.446, -3.853, 0.328], [0.460, -2.877, -0.594], [0.870, -3.526, -1.704], [1.253, -4.766, -1.460], [-0.847, -6.966, 2.934], [-0.606, -5.359, 2.345], [0.760, -6.241, 3.220], [0.786, -8.007, 1.429], [-1.263, -6.414, -0.088], [-1.714, -7.906, 0.812], [-0.554, -7.983, -0.581], [1.750, -6.863, -0.463], [2.343, -5.972, 1.011], [0.020, -3.664, 1.296], [-3.321, -1.697, -2.813], [-2.224, -1.581, -1.945], [-2.292, -0.922, -0.818], [-3.370, -0.155, -0.520], [-4.471, -0.092, -1.394], [-4.434, -0.900, -2.600], [-5.599, 0.801, -1.236], [-6.066, 1.372, -0.095], [-6.258, 0.615, 1.133], [-6.072, -0.792, 1.287], [-6.232, -1.323, 2.542], [-6.610, -0.602, 3.603], [-6.756, 0.708, 3.354], [-6.650, 1.336, 2.235], [-3.172, -2.337, -3.693], [-1.273, -2.020, -2.178], [-3.336, 0.359, 0.452], [-5.297, -0.848, -3.291], [-6.120, 1.008, -2.186], [-6.381, 2.417, -0.033], [-5.809, -1.412, 0.443], [-5.980, -2.363, 2.754], [-7.039, 1.325, 4.190]],
  "forces_ev_per_a": [[-0.376, 0.110, 0.134], [0.055, 0.072, -0.100], [0.416, 0.445, 0.539], [-0.120, -1.373, -0.819], [0.787, 0.226, 0.273], [-0.352, -1.862, 1.521], [-0.099, 0.788, -0.898], [-0.155, -0.647, 0.180], [0.217, 0.534, -0.188], [0.055, 0.292, -0.168], [-0.021, -0.001, -0.196], [0.139, 0.021, 0.188], [-0.163, 0.182, -0.313], [-0.002, 0.263, -0.193], [-0.905, -0.453, -0.060], [0.706, 0.854, -0.359], [-0.473, 0.591, 0.286], [-0.114, 0.517, 0.576], [0.075, -0.332, -0.335], [0.363, -0.625, 0.595], [0.014, 0.660, -0.647], [-0.969, -1.263, 0.675], [1.305, 0.130, 0.692], [-0.363, 1.729, -0.909], [0.130, -0.031, -0.316], [0.357, 0.058, 1.332], [-0.832, -1.477, -0.686], [-0.170, 0.110, 1.121], [-0.095, -0.082, -0.870], [0.149, 0.136, 1.016], [0.673, -0.417, -0.670], [-1.602, 0.035, -0.257], [0.376, -0.090, 0.662], [0.730, 0.715, 0.379], [-0.316, -0.552, -0.302], [-0.047, 0.461, -0.304], [-0.038, 0.174, 0.123], [-0.486, -0.690, 0.370], [0.324, -0.375, 0.002], [-0.718, -0.150, -0.591], [0.380, 0.778, -0.345], [-0.056, 0.190, -0.492], [0.367, 0.088, -0.018], [-0.103, 0.278, 0.266], [0.623, -0.139, 0.413], [0.015, 0.202, -0.147], [0.321, -0.065, -0.768], [-0.221, -0.381, -0.029], [-0.063, 0.188, -0.287], [-0.097, 0.631, 0.288], [-0.834, 0.757, -1.373], [-0.446, 0.220, 1.690], [2.252, -0.301, 0.003], [-0.344, -0.473, -1.269], [-0.185, -0.364, 0.657], [0.378, -1.123, 0.458], [0.546, -0.262, -0.325], [0.363, -0.559, -0.417], [-0.585, 0.195, 0.272], [0.226, -0.324, 0.208], [-0.030, -0.152, 0.616], [-0.296, 0.491, -0.322], [-0.099, 0.390, -0.188], [-0.582, 0.927, 0.122], [-0.174, -0.202, -0.116], [-0.060, 0.242, -0.375], [0.063, -0.820, -0.259], [0.556, 0.780, 1.279], [-0.219, -1.005, -0.483], [-0.595, -0.425, -0.261], [0.963, 1.076, -2.064], [-0.159, 1.233, 0.117], [-0.245, -2.347, -0.192], [1.468, -1.162, 0.537], [-1.656, 1.477, 0.737], [0.091, 0.067, 0.304], [0.479, -0.335, -0.042], [-0.632, 0.143, -0.636], [0.088, 0.099, 0.210], [-0.423, 0.165, -0.252], [1.187, 0.731, -0.419], [-0.389, 0.564, 0.634], [0.009, 0.539, 0.562], [-0.710, -0.563, -0.074], [0.344, -0.255, 0.231], [0.418, 0.261, -0.728], [-1.253, -0.129, -0.247], [0.137, 1.474, 1.175], [0.015, -1.052, -0.704], [0.089, -1.601, -0.957], [0.215, 0.397, 1.248], [-0.624, 0.703, -0.231], [-0.016, -0.492, -0.060], [0.649, -0.576, 2.149], [-0.140, 1.578, -0.858], [-0.023, -0.081, 0.937], [0.595, 0.241, -0.494], [-0.829, -1.095, 1.557], [1.059, 0.347, -2.869], [-0.440, 0.400, 0.286], [0.130, -0.393, -0.051], [-0.138, -0.070, -0.616], [0.688, -0.186, 0.466], [0.796, 0.916, 0.300], [-0.915, -0.556, -0.455], [0.055, -0.040, 0.033], [-0.330, 0.059, -0.210], [-0.109, 0.021, 0.397]],
  "relative_energy_kcal_mol": 0.00,
  "homo_lumo_gap_ev": 6.57,
  "homo_energy_ev": -11.5531,
  "total_charge": 2,
  "energy_ev": -85285.582
}